Record 1
Density functional theory data (ωB97M-V/def2-TZVPD) for C3H5NO2 in the gas phase at a distorted geometry.

Cartesian coordinates (Å):
C  -0.21  -1.50  -0.03
C  0.21  1.01  0.00
H  2.13  1.06  1.01
C  1.71  0.85  0.03
O  -1.09  -2.33  -0.13
H  -1.55  0.03  0.29
H  0.87  -1.65  -0.06
N  -0.57  -0.17  0.15
H  2.06  -0.10  -0.39
H  2.13  1.64  -0.60
O  -0.35  2.07  -0.01

Properties
- Frontier orbital gap: 11.195 eV
- Largest force on an atom: 1.6 eV/A
- Molar mass: 87.08 g/mol
- HOMO: -0.3843 Ha
- Energy relative to the best compared isomer or geometry (same formula, charge and spin): 21.78 kJ/mol
- SMILES: CC(=O)NC=O

---

Record 2
Density functional theory data (ωB97M-V/def2-TZVPD) for 3 unconnected molecules or ions with the total composition C25H50O16P4 at a distorted geometry.

Cartesian coordinates (Å):
H  4.53  -3.76  -1.16
H  -1.05  -1.72  1.54
C  -4.29  -0.05  -3.60
H  5.21  -0.28  2.61
H  -5.11  1.16  -1.90
H  3.66  3.63  3.30
H  2.68  4.97  3.90
O  4.89  -2.42  3.16
H  -4.18  2.93  3.56
C  4.81  -2.87  4.51
O  -0.67  -0.40  -8.40
C  1.63  3.09  3.78
C  5.23  -0.10  0.46
C  -0.94  -0.64  -5.53
H  -3.15  -0.96  0.79
H  -3.94  -3.74  -0.30
C  5.81  -3.99  4.74
O  -0.10  5.80  2.85
C  -0.68  6.52  3.94
O  4.47  -2.99  0.72
C  -2.67  -3.71  -3.63
H  -4.75  2.04  -3.45
H  -6.18  1.00  -3.38
C  -4.00  -3.45  -1.37
H  -1.75  6.34  4.04
C  0.02  -0.25  -4.68
H  2.45  4.40  2.26
H  6.82  -3.62  4.60
H  4.52  -0.12  -0.37
H  -0.21  5.35  5.70
C  0.29  -1.06  -3.43
C  -3.72  2.78  2.59
P  -0.40  4.20  2.51
H  5.91  -0.95  0.34
H  3.47  -4.62  -0.05
P  -1.19  0.39  -7.06
O  -0.31  1.78  -7.00
O  1.19  -0.84  -2.67
O  -0.60  2.88  1.81
H  -3.00  1.97  2.69
C  -1.65  -2.61  -3.90
H  -4.94  -3.87  -1.78
O  -2.47  -2.30  -6.14
H  -0.39  2.15  -6.11
H  1.86  -2.70  -0.11
H  -1.89  -4.04  -1.54
H  2.96  -1.80  -1.14
H  -2.04  0.31  0.26
H  1.90  2.75  4.78
H  3.80  -3.20  4.76
O  -2.62  0.66  -7.17
C  -2.33  -0.75  0.08
H  0.62  0.66  -4.84
H  -2.67  3.96  1.11
P  3.65  -2.75  2.12
C  -5.15  1.11  -3.00
H  -2.32  -4.61  -4.18
H  1.12  6.37  5.13
C  -3.03  4.06  2.13
H  -0.27  7.09  5.97
O  -4.65  -1.36  -3.09
H  -0.13  -1.12  0.14
H  -3.03  -5.23  -2.15
H  4.02  0.80  1.95
H  -4.49  2.49  1.88
C  2.64  -2.80  -0.88
O  -2.70  -0.84  -1.31
C  -0.67  -2.20  -3.10
H  2.19  -3.27  -1.76
O  -5.18  -1.16  -0.65
O  0.34  3.68  3.88
O  3.45  -4.18  2.55
C  -1.78  -1.90  -5.26
H  5.71  -4.40  5.75
C  3.80  -3.63  -0.36
H  -3.20  0.16  -3.55
C  0.03  6.32  5.26
H  -0.59  7.58  3.66
H  0.27  -0.13  -8.49
P  -4.11  -1.62  -1.56
H  -1.19  -2.62  0.02
C  4.51  -0.16  1.79
H  -4.53  -0.07  -4.68
C  2.67  4.08  3.29
C  -1.07  -1.60  0.43
H  1.58  2.21  3.13
H  5.05  -2.03  5.16
O  3.45  -1.12  1.82
C  -2.81  -4.14  -2.13
H  -3.66  -3.48  -4.07
H  5.82  0.81  0.40
H  -0.51  -2.68  -2.13
O  -1.96  4.37  3.03
H  -3.74  4.89  2.16
H  5.66  -4.80  4.02

Properties
- Frontier orbital gap: 8.428 eV
- Largest force on an atom: 8.1 eV/A
- Molar mass: 730.56 g/mol
- HOMO: -0.3672 Ha
- SMILES: CCOP(=O)(CCCC1=CC(=O)C=C(P(=O)(O)O)C1=O)OCC.CCOP(=O)(OCC)OCC.CCOP(=O)(OCC)OCC

---

Record 3
Density functional theory data (ωB97M-V/def2-TZVPD) for a molecular structure, C19H15F4I2N3O4S2Sc.

Cartesian coordinates (Å):
C  2.06  -2.10  -2.18
H  1.31  -1.52  4.38
C  0.88  -2.47  -4.25
H  2.59  -1.51  1.08
C  1.21  -0.75  3.60
H  -1.02  -2.18  3.88
I  -5.14  1.30  1.05
C  0.50  1.37  -2.29
H  0.87  -2.73  -5.30
O  -2.09  0.49  0.53
C  -2.07  2.34  -2.62
H  1.50  1.00  -2.12
H  1.43  -3.04  2.72
H  0.82  0.17  4.02
N  0.32  -1.23  2.53
C  -3.41  2.81  -2.63
N  0.85  -1.40  -0.16
N  -0.41  1.07  -1.40
F  3.25  -2.01  -1.56
H  2.14  -3.03  0.32
C  -0.29  -2.16  -3.58
I  -4.13  3.99  -4.21
C  -1.03  -1.44  3.08
H  0.96  2.36  -4.15
F  -1.46  -2.20  -4.24
H  -1.70  -1.77  2.29
H  0.05  -3.09  1.60
C  -4.26  2.51  -1.60
C  -0.29  -1.85  -2.24
C  1.74  -2.12  0.76
S  0.84  2.70  1.76
O  1.28  3.76  2.63
F  -1.47  -1.61  -1.63
C  -2.56  1.21  -0.44
Sc  -0.04  0.32  0.76
C  0.19  2.14  -3.43
O  0.06  1.62  2.49
F  3.21  -2.71  -4.13
H  -5.28  2.88  -1.62
C  0.87  -2.48  1.96
C  0.89  -1.78  -1.47
H  2.19  -0.53  3.18
C  -1.67  1.54  -1.53
C  -3.84  1.72  -0.52
O  0.01  3.08  0.61
C  2.04  -2.44  -3.52
C  -1.08  2.62  -3.59
S  2.33  1.57  0.94
H  -1.40  -0.49  3.47
H  -1.34  3.23  -4.45

Properties
- Net charge: -1
- Frontier orbital gap: 7.311 eV
- Largest force on an atom: 0.5 eV/A
- Molar mass: 788.24 g/mol
- HOMO: -0.1929 Ha
- Energy relative to the best compared isomer or geometry (same formula, charge and spin): 0.00 kJ/mol

---

Record 4
Density functional theory data (ωB97M-V/def2-TZVPD) for C6H10N2 in the gas phase at a distorted geometry.

Cartesian coordinates (Å):
H  -0.03  -2.29  1.07
H  -0.16  -0.24  2.21
C  0.57  -1.48  0.51
H  -0.35  -2.03  -1.43
H  1.72  1.28  0.89
N  -2.39  0.41  0.53
C  0.70  1.20  0.62
H  -0.01  2.29  -1.11
C  -0.61  -0.01  -1.12
H  1.62  -1.58  0.52
C  0.12  -0.23  1.12
H  1.37  1.15  -1.44
N  -1.30  0.15  0.12
H  1.11  -1.16  -1.62
H  0.26  1.99  1.23
C  0.25  -1.23  -1.02
C  0.39  1.24  -0.90
H  -3.25  0.55  -0.16

Properties
- Frontier orbital gap (spin up / spin down): 7.085 / 7.086 eV
- Largest force on an atom: 4.4 eV/A
- Molar mass: 110.16 g/mol
- HOMO (spin up / spin down): -0.2475 / -0.2476 Ha
- Energy relative to the best compared isomer or geometry (same formula, charge and spin): 571.07 kJ/mol

---

Record 5
Density functional theory data (ωB97M-V/def2-TZVPD) for a molecular structure, C44H46N5O4P2STl.

Cartesian coordinates (Å):
N  0.07  -2.58  0.22
C  -1.58  0.95  -3.99
H  -4.65  3.12  -2.60
H  2.27  -2.58  -0.65
H  2.44  3.77  -4.05
H  -0.86  -1.43  -2.62
H  -2.55  -1.71  -2.15
C  -3.30  -2.97  2.91
H  4.44  -1.54  -4.97
Tl  0.27  -0.12  0.28
H  -1.03  4.82  2.98
H  -4.11  3.23  -0.34
C  -1.40  -1.52  3.22
C  0.50  0.40  5.35
C  2.56  2.21  -2.58
N  -2.14  0.25  -2.82
C  3.89  2.71  -0.62
C  0.85  0.16  4.02
P  2.72  0.22  -0.66
C  0.63  -5.98  0.24
C  2.76  0.99  5.84
H  -2.50  -4.94  -0.40
H  3.51  1.36  6.53
P  -0.48  -0.02  2.82
O  -0.15  3.80  -1.08
C  5.87  -1.40  2.21
C  3.70  -0.44  1.90
C  3.96  -1.77  -4.03
C  2.18  0.27  3.63
C  -0.82  2.69  2.94
C  -2.49  0.90  -1.70
H  -3.16  3.32  -3.52
H  4.80  4.65  -0.58
O  2.45  -0.06  2.32
H  -4.61  2.57  3.71
H  0.67  -6.45  1.22
H  4.35  -1.39  3.71
H  -4.07  1.79  -3.58
H  -4.28  -3.15  2.48
C  3.08  1.83  -1.34
H  -2.26  0.97  -4.83
C  -1.47  -3.67  4.30
H  0.24  2.73  2.73
S  -2.32  0.15  -0.14
C  4.00  -0.18  0.57
C  3.65  -0.74  -3.15
H  3.91  0.28  -3.40
C  -2.84  1.42  3.35
C  -1.53  3.86  3.08
C  -1.47  1.46  3.07
H  -0.68  0.41  -4.29
C  4.17  3.97  -1.14
H  4.29  2.42  0.34
H  -3.24  -4.83  3.97
C  -1.86  -5.44  0.33
C  -2.72  -3.91  3.74
H  -1.28  1.96  -3.71
H  5.53  -0.22  -0.94
H  4.15  0.92  4.21
C  5.29  -0.45  0.09
H  -3.34  0.47  3.49
H  0.17  -2.30  4.47
H  -2.52  2.68  0.20
H  0.46  -6.74  -0.52
N  0.13  2.67  -0.73
C  -0.18  -3.71  0.21
H  1.19  0.95  7.30
C  2.84  3.47  -3.09
H  -1.89  -6.51  0.15
C  3.64  4.34  -2.36
C  6.23  -1.03  0.92
H  3.90  -3.88  -4.39
H  1.92  1.54  -3.13
C  3.05  -3.38  -2.49
N  -3.04  2.11  -1.77
H  3.86  5.33  -2.76
C  3.13  0.74  4.53
C  4.61  -1.11  2.70
C  -3.76  2.61  -2.95
H  -3.46  4.75  3.44
O  0.59  2.41  0.43
H  -2.63  4.00  -0.97
H  1.58  -5.49  0.04
H  -0.54  0.30  5.65
C  -2.90  3.82  3.34
C  -3.55  2.60  3.49
C  -0.80  -2.48  4.03
N  -0.46  -4.99  0.18
H  -2.12  -1.55  -3.86
H  7.23  -1.21  0.55
H  -3.12  -1.05  1.99
C  3.04  -1.03  -1.93
O  -0.03  1.67  -1.52
C  2.74  -2.36  -1.60
H  6.58  -1.91  2.84
C  -1.90  -1.20  -2.85
C  -3.07  3.06  -0.64
C  -2.65  -1.77  2.64
H  2.83  -4.41  -2.24
H  -1.01  -4.41  4.95
C  3.66  -3.08  -3.71
H  -2.23  -5.23  1.33
C  1.45  0.78  6.27

Properties
- Net charge: +2
- Frontier orbital gap: 7.223 eV
- Largest force on an atom: 0.8 eV/A
- Molar mass: 1007.28 g/mol
- HOMO: -0.4843 Ha

---

Record 6
Density functional theory data (ωB97M-V/def2-TZVPD) for a molecular structure, C4H2CeO2 at a distorted geometry.

Cartesian coordinates (Å):
H  -2.29  0.93  -0.07
H  1.17  1.86  -0.09
C  -0.40  0.48  0.24
Ce  1.61  -2.27  -0.14
O  1.88  -0.08  -0.05
C  0.91  0.80  0.09
O  -1.43  1.28  -0.32
C  -0.73  -2.09  -0.05
C  -0.70  -0.92  0.39

Properties
- Net charge: +1
- Frontier orbital gap (spin up / spin down): 6.037 / 6.079 eV
- Largest force on an atom: 3.2 eV/A
- Expectation value of S²: 0.75
- Molar mass: 222.17 g/mol
- Multiplicity: 2
- HOMO (spin up / spin down): -0.4294 / -0.4296 Ha
- Energy relative to the best compared isomer or geometry (same formula, charge and spin): 0.00 kJ/mol

---

Record 7
Density functional theory data (ωB97M-V/def2-TZVPD) for 10 unconnected molecules or ions with the total composition C16H52O16S3 at a distorted geometry.

Cartesian coordinates (Å):
H  -6.12  1.80  -3.80
H  -6.15  3.13  -5.92
H  1.23  -2.46  -2.44
C  2.03  -3.09  -2.06
C  -5.11  -2.89  -0.66
H  1.98  0.59  0.42
O  0.49  3.12  2.49
C  -5.42  2.33  -5.81
H  0.55  -1.19  0.56
H  2.51  1.60  -3.91
H  1.24  -0.19  2.99
H  1.66  -0.69  4.66
H  4.70  -0.99  3.42
H  0.93  1.13  -1.97
O  -3.91  -1.41  -3.21
O  5.40  1.70  3.10
H  5.49  3.20  5.39
H  -2.89  -3.32  -2.87
C  1.70  3.69  1.97
H  5.69  -0.11  -2.08
H  -2.69  1.86  -2.74
S  -2.55  -3.49  -0.50
O  -4.46  0.71  -4.40
H  3.88  2.71  5.92
H  0.61  1.36  5.28
H  3.91  -2.03  -0.85
C  -2.62  0.80  -2.51
O  3.69  0.78  1.51
H  -0.17  -0.69  -0.97
H  -0.51  0.24  0.47
H  2.26  4.25  2.73
O  -2.96  -4.87  -0.50
S  -4.18  -0.01  -2.96
C  0.27  -0.32  -0.05
C  -2.12  -3.00  -2.18
H  4.02  0.23  -1.52
C  -6.04  -1.79  -0.18
O  -5.22  0.38  -2.04
H  -5.74  1.56  -6.51
H  2.27  -3.74  -0.23
H  2.90  -2.94  -2.70
C  -5.21  1.95  -4.38
C  1.61  0.99  -3.80
H  -5.32  -3.86  -0.22
O  1.06  1.28  4.43
H  -0.03  -0.50  4.18
H  -2.45  0.54  -1.47
H  4.06  3.55  4.42
H  0.75  2.47  3.17
H  -1.23  -3.59  -2.41
H  1.99  0.01  -3.50
H  -5.75  -0.87  -0.69
H  -2.03  0.79  2.80
C  0.98  -0.10  4.04
O  -3.79  -2.50  -0.17
H  5.33  -1.59  1.82
H  6.41  -0.83  3.03
O  2.37  -2.90  -0.69
S  5.08  0.73  1.85
C  4.63  1.49  4.30
C  5.41  -0.84  2.61
O  1.38  0.50  -0.33
H  -5.93  -1.59  0.89
O  -1.51  -3.01  0.36
H  -4.61  2.69  -3.85
H  -4.50  2.69  -6.27
H  -1.78  0.49  -3.14
H  -2.62  2.00  3.90
H  1.67  -4.11  -2.23
O  0.69  1.46  -2.85
O  6.13  0.91  0.86
C  -2.49  0.92  3.78
H  1.38  4.39  1.21
H  1.17  0.89  -4.79
H  -3.46  -0.70  3.90
O  4.82  -1.70  -1.04
O  -3.73  0.22  3.79
H  -1.84  -1.95  -2.21
H  5.16  0.76  4.91
H  -1.79  0.61  4.56
H  -5.05  -3.00  -1.75
H  2.29  2.86  1.58
H  3.64  1.10  4.06
H  -7.08  -2.05  -0.34
C  4.54  2.79  5.05
C  4.72  -0.54  -1.85
H  4.38  -0.82  -2.86

Properties
- Frontier orbital gap: 9.882 eV
- Largest force on an atom: 2.2 eV/A
- Molar mass: 596.78 g/mol
- HOMO: -0.3550 Ha
- Energy relative to the best compared isomer or geometry (same formula, charge and spin): 0.00 kJ/mol
- SMILES: CCOS(C)(=O)=O.CCOS(C)(=O)=O.CCOS(C)(=O)=O.CO.CO.CO.CO.CO.CO.CO

---

Record 8
Density functional theory data (ωB97M-V/def2-TZVPD) for 5 unconnected molecules or ions with the total composition C7H23FN2O7S at a distorted geometry.

Cartesian coordinates (Å):
C  0.74  0.48  -1.17
H  2.03  1.79  -3.96
H  -2.69  -2.52  0.55
H  -2.00  -1.13  1.44
C  -0.21  1.37  -2.22
H  1.78  0.27  -4.62
H  -2.48  4.71  2.24
C  -0.26  0.77  3.73
H  -0.40  1.54  4.48
O  1.89  -4.76  0.47
H  -4.11  4.63  1.52
H  -3.56  -0.95  0.59
H  2.72  1.09  -0.90
H  0.78  0.42  3.75
H  -2.42  -1.28  -1.37
H  3.81  -5.41  0.11
S  2.92  -1.03  -1.82
O  -0.94  0.44  -4.51
N  2.18  0.54  -1.64
H  -4.40  2.65  2.63
H  0.33  -0.59  -0.97
H  -3.92  4.79  3.29
N  1.37  1.24  -4.55
H  3.41  -5.09  1.81
O  -0.54  1.30  2.44
O  3.98  -0.88  -2.98
H  1.81  -4.44  -0.44
C  3.27  -4.74  0.79
O  -1.89  -1.01  -0.60
O  1.96  -2.16  -2.27
H  0.69  1.05  -0.13
O  -3.48  2.94  2.51
H  -0.10  2.52  -2.01
F  3.85  -1.42  -0.41
H  3.66  -3.72  0.70
C  -3.50  4.35  2.38
C  0.06  1.02  -3.80
H  -1.46  1.60  2.45
H  -0.93  -0.07  3.92
C  -2.58  -1.43  0.56
H  -1.35  1.11  -1.98

Properties
- Frontier orbital gap: 8.810 eV
- Largest force on an atom: 8.4 eV/A
- Molar mass: 298.33 g/mol
- HOMO: -0.3620 Ha
- SMILES: NC(=O)CCNS(=O)(=O)F.CO.CO.CO.CO